(1)
DFT (the ωB97M-V functional and the def2-TZVPD basis) results for a cluster of 2 separate species, C26H26F5OSi in total.

Values from the calculation:
frontier orbital gap: 5.566 eV
HOMO energy: -11.1251 eV
energy relative to the best compared isomer or geometry (same formula, charge and spin): 0.00 kcal per mole
net charge: +1
spin multiplicity: 1

Geometry (Å):
C (4.94408, -0.06442, -1.50726)
Si (3.59219, 0.70895, -0.46864)
C (4.18257, 0.97158, 1.29334)
C (3.02477, 2.32554, -1.22252)
O (2.26564, -0.32493, -0.49517)
C (1.75882, -0.90421, 0.65414)
C (0.89124, -0.19702, 1.39338)
C (2.16387, -2.27718, 1.00502)
C (1.82428, -2.83613, 2.24036)
F (1.24821, -2.10148, 3.20703)
C (2.15297, -4.14934, 2.53249)
F (1.79772, -4.67987, 3.71357)
C (2.84803, -4.91508, 1.61331)
F (3.16164, -6.18831, 1.89779)
C (3.22794, -4.36024, 0.40337)
F (3.92329, -5.09485, -0.47856)
C (2.90126, -3.04713, 0.10129)
F (3.39199, -2.52228, -1.03369)
H (5.82373, 0.56976, -1.53387)
H (5.21321, -1.03185, -1.09606)
H (4.58619, -0.21799, -2.51942)
H (5.03586, 1.64282, 1.31185)
H (3.38959, 1.40168, 1.89729)
H (4.47513, 0.02262, 1.73221)
H (3.82064, 3.06282, -1.23525)
H (2.69132, 2.15002, -2.24001)
H (2.19068, 2.71963, -0.65118)
H (0.43849, -0.59037, 2.27778)
H (0.61504, 0.78651, 1.08232)
C (-0.74266, -1.53966, -4.73622)
C (-1.09482, -0.69173, -3.56147)
C (-0.30942, 0.40900, -3.23411)
C (-0.63110, 1.20828, -2.16478)
C (-1.75433, 0.93826, -1.34973)
C (-2.05449, 1.85530, -0.30689)
C (-3.13986, 1.94160, 0.60588)
C (-3.07819, 2.93318, 1.61136)
C (-4.06426, 3.06145, 2.55716)
C (-5.16020, 2.20545, 2.56251)
C (-6.23286, 2.36917, 3.58822)
C (-5.25412, 1.24116, 1.56131)
C (-4.29143, 1.12614, 0.58817)
C (-2.48469, -0.23400, -1.64242)
C (-2.17761, -1.00018, -2.74170)
H (-1.47482, -2.32928, -4.90260)
H (-0.69013, -0.94750, -5.64999)
H (0.22574, -2.01821, -4.59279)
H (0.56111, 0.62836, -3.83030)
H (-0.01855, 2.06303, -1.93176)
H (-1.32643, 2.64258, -0.19593)
H (-2.23773, 3.60433, 1.62351)
H (-4.00334, 3.83776, 3.30319)
H (-7.00196, 1.59987, 3.50226)
H (-5.82586, 2.31292, 4.59933)
H (-6.72634, 3.33676, 3.48139)
H (-6.10360, 0.57778, 1.55344)
H (-4.47058, 0.45870, -0.23198)
H (-3.24003, -0.58584, -0.96594)
H (-2.77784, -1.86390, -2.97403)

Population analysis type Löwdin, resulting atomic charges in e: -0.1474, 0.4461, -0.1394, -0.1510, -0.1482, -0.3221, 0.1070, -0.0131, -0.1328, 0.0959, -0.1216, 0.1279, -0.1162, 0.1373, -0.1209, 0.1283, -0.1240, 0.1035, 0.0382, 0.0254, 0.0357, 0.0399, 0.0302, 0.0383, 0.0388, 0.0233, 0.0189, 0.0630, 0.0606, -0.0184, -0.2204, -0.0023, 0.0160, -0.1827, 0.1285, -0.1822, 0.0141, -0.0089, -0.2252, -0.0212, -0.0004, 0.0170, 0.0195, 0.0016, 0.0870, 0.0994, 0.1008, 0.1282, 0.1128, 0.1263, 0.1232, 0.1290, 0.0872, 0.0991, 0.1016, 0.1246, 0.0997, 0.1005, 0.1240

***

(2)
DFT (the ωB97M-V functional and the def2-TZVPD basis) results for a structure of composition C26H26N5O4ReS2Se4.

Values from the calculation:
frontier orbital gap (alpha / beta): 5.424 / 2.963 eV
expectation value of S²: 3.78
HOMO energy (alpha / beta): -9.4328 / -9.5655 eV
net charge: +1
spin multiplicity: 4

Geometry (Å):
Re (-0.21604, 0.35306, 0.04795)
Se (-2.43273, 0.45012, -0.93303)
Se (-2.96069, 2.66984, -1.30058)
Se (-0.90646, 3.68077, -1.90539)
Se (0.69471, 2.15412, -1.26058)
C (2.69087, 6.39933, 1.21955)
C (2.77634, 4.91024, 1.18484)
C (1.98825, 4.12689, 2.01726)
C (2.02035, 2.74388, 1.96877)
C (1.16790, 1.97623, 2.93738)
C (2.88664, 2.10927, 1.05636)
C (2.87230, 0.66526, 0.91040)
O (1.86686, -0.03700, 0.78348)
C (3.72728, 2.88935, 0.23499)
C (4.64657, 2.27766, -0.77698)
C (3.64967, 4.26753, 0.31306)
H (1.90943, 6.73553, 1.89524)
H (2.48811, 6.79115, 0.22458)
H (3.63838, 6.82322, 1.54713)
H (1.32582, 4.60133, 2.72654)
H (1.31882, 2.35221, 3.95008)
H (1.39691, 0.91410, 2.94298)
H (0.11043, 2.11912, 2.69790)
H (3.84131, 0.14770, 0.89729)
H (4.44519, 1.22520, -0.94523)
H (5.67971, 2.39267, -0.45330)
H (4.54323, 2.79521, -1.72760)
H (4.27268, 4.86054, -0.33850)
N (2.32827, -3.20441, -1.12715)
C (1.53509, -2.16882, -1.37813)
S (0.04281, -2.09388, -0.54251)
N (1.83404, -1.22088, -2.26024)
C (2.99888, -1.00116, -3.02758)
C (3.34181, 0.32682, -3.26543)
C (4.47051, 0.63546, -3.99887)
C (5.26798, -0.37817, -4.50111)
C (4.90631, -1.69815, -4.30248)
C (3.77009, -2.01957, -3.57707)
H (2.03435, -3.88140, -0.44170)
H (3.23712, -3.29401, -1.55352)
H (1.15426, -0.45902, -2.31571)
H (2.71260, 1.11086, -2.86204)
H (4.72084, 1.66788, -4.18093)
H (6.15678, -0.13821, -5.05949)
H (5.50317, -2.48851, -4.72577)
H (3.46996, -3.05255, -3.49924)
O (0.06504, -3.38518, 9.74277)
S (0.62750, -2.79111, 8.57065)
O (0.88473, -3.64320, 7.44501)
O (1.49953, -1.64615, 8.72678)
C (-0.77675, -1.69121, 7.91791)
N (-1.48388, -1.01164, 8.76726)
C (-2.32706, -0.13351, 8.23723)
C (-2.39843, 0.06850, 6.86180)
C (-1.57651, -0.72413, 6.05497)
N (-0.76286, -1.62063, 6.63044)
C (-1.45476, -0.63532, 4.60338)
C (-2.20502, 0.22979, 3.80456)
C (-1.89960, 0.33512, 2.46648)
N (-0.90949, -0.35114, 1.87476)
C (-0.26303, -1.26094, 2.61942)
C (-0.49786, -1.43129, 3.96445)
H (-2.93683, 0.42446, 8.93495)
H (-3.04436, 0.82999, 6.45591)
H (-3.00983, 0.82818, 4.19820)
H (-2.47521, 1.01948, 1.84868)
H (0.48802, -1.85501, 2.11612)
H (0.06361, -2.14340, 4.54901)

Population analysis type Löwdin, resulting atomic charges in e: 0.5267, 0.0601, -0.0186, 0.0198, 0.1690, -0.0284, -0.2342, 0.0088, -0.2214, -0.0320, -0.1912, -0.1619, -0.1779, -0.2351, -0.0281, 0.0044, 0.0817, 0.0913, 0.0932, 0.1281, 0.1002, 0.0635, 0.0772, 0.1543, 0.0564, 0.1021, 0.0875, 0.1321, 0.1492, -0.7731, 0.6957, 0.0690, -0.2192, -0.0431, -0.0636, -0.0644, -0.0602, -0.0287, 0.1128, 0.1011, 0.0754, 0.0470, 0.1128, 0.1113, 0.1129, 0.1099, -0.2134, 0.5341, -0.2488, -0.1780, -0.3090, 0.1666, -0.0491, 0.0533, -0.1752, 0.1775, -0.1154, 0.0312, -0.1406, -0.1754, -0.1278, 0.0429, 0.1294, 0.1161, 0.1212, 0.0810, 0.0815, 0.1259

***

(3)
DFT (the ωB97M-V functional and the def2-TZVPD basis) results for a structure of composition C26H26N6NaS5.

Values from the calculation:
frontier orbital gap: 4.440 eV
HOMO energy: -2.6996 eV
energy relative to the best compared isomer or geometry (same formula, charge and spin): 4.35 kcal per mole
net charge: -1
spin multiplicity: 1

Geometry (Å):
Na (0.64012, 0.03391, -0.34142)
C (0.32116, -1.62786, 2.39531)
C (-1.20910, -1.65270, 2.45386)
C (-1.96324, -1.67202, 1.14244)
C (-3.27188, -2.15757, 1.11657)
C (-3.95122, -2.17824, -0.08588)
C (-3.30118, -1.73398, -1.22759)
C (-1.99949, -1.28369, -1.11375)
N (-1.35376, -1.23287, 0.05569)
N (0.92862, -0.29414, 2.29223)
C (0.54165, 0.61311, 3.38045)
C (0.12584, 1.96703, 2.86234)
C (-1.14548, 2.47685, 3.08348)
C (-1.46219, 3.72951, 2.58092)
C (-0.50061, 4.42411, 1.87184)
C (0.74454, 3.83354, 1.70693)
N (1.06379, 2.64394, 2.19740)
C (2.39694, -0.37823, 2.29125)
C (3.03803, -1.09916, 1.13349)
C (3.81563, -2.22939, 1.32572)
C (4.48186, -2.77110, 0.23195)
C (4.33690, -2.17605, -1.00469)
C (3.50197, -1.07171, -1.11018)
N (2.88565, -0.53576, -0.06526)
H (0.65497, -2.20952, 1.53172)
H (0.70660, -2.13860, 3.29703)
H (-1.58732, -0.81733, 3.04770)
H (-1.50326, -2.54785, 3.00932)
H (-3.73141, -2.52526, 2.02603)
H (-4.96601, -2.55388, -0.13499)
H (-3.77931, -1.75148, -2.19719)
H (-1.43377, -0.95269, -1.97794)
H (1.38752, 0.76110, 4.06400)
H (-0.25801, 0.18397, 3.98311)
H (-1.87418, 1.89164, 3.63025)
H (-2.45106, 4.14576, 2.72613)
H (-0.70345, 5.39546, 1.44239)
H (1.52211, 4.34446, 1.15036)
H (2.74522, -0.83659, 3.23368)
H (2.75707, 0.65085, 2.27148)
H (3.89311, -2.67503, 2.30851)
H (5.09113, -3.65884, 0.34862)
H (4.81237, -2.57523, -1.88921)
H (3.29486, -0.60991, -2.06905)
S (3.49276, -3.36813, -6.85269)
C (2.69157, -2.75776, -5.51463)
S (2.13301, -1.14797, -5.37707)
C (1.40612, -1.22719, -3.78693)
C (1.47141, -2.44404, -3.17591)
S (0.88059, -2.95213, -1.61668)
S (2.29598, -3.67276, -4.12192)
S (0.69414, 0.27395, -3.21028)
C (-2.54683, 3.12142, -3.49258)
N (-2.31746, 2.67464, -2.13641)
C (-3.26143, 2.32935, -1.19989)
C (-2.56619, 1.80485, -0.15269)
N (-1.22062, 1.81183, -0.42294)
C (-1.11652, 2.34678, -1.61618)
H (-3.47994, 3.68142, -3.53510)
H (-2.59397, 2.27092, -4.17320)
H (-1.72939, 3.76924, -3.80159)
H (-4.31361, 2.46427, -1.37683)
H (-2.95724, 1.38819, 0.75929)
H (-0.20412, 2.48460, -2.17086)

Population analysis type Löwdin, resulting atomic charges in e: 0.1191, -0.1674, -0.1060, -0.2752, -0.0410, -0.0776, -0.0556, -0.1601, 0.0840, -0.1388, -0.1376, -0.2618, -0.0367, -0.0821, -0.0758, -0.1374, 0.1299, -0.1462, -0.2849, -0.0275, -0.0631, -0.0587, -0.1496, 0.0879, 0.1117, 0.1242, 0.0977, 0.1161, 0.1042, 0.0992, 0.1034, 0.0528, 0.1241, 0.1052, 0.1075, 0.1046, 0.0982, 0.1062, 0.1200, 0.1163, 0.1044, 0.1045, 0.1086, 0.0920, 0.3670, -1.5569, 0.8374, -1.1928, -1.2054, 0.4234, 0.8353, 0.4317, -0.0183, -0.1246, -0.0733, -0.1612, 0.0734, -0.2218, 0.0846, 0.0942, 0.0921, 0.1082, 0.0970, 0.0710